Record 1
Computed, not measured: C22H49FeN2P3SSe as an isolated structure, with ωB97M-V with the def2-TZVPD basis set.

Calculated values
Largest force on an atom, eV/A: 4.2
Energy above the lowest of the compared OMol25 structures with the same formula, charge and spin, eV: 0.000
E_tot, eV: -164996.327
Spin multiplicity: 6
Total charge: +3
HOMO level (alpha / beta), Eh: -0.559 / -0.612
Expectation value of S²: 8.82
E_LUMO (alpha / beta), eV: -8.134 / -12.135
HOMO-LUMO gap (alpha / beta), eV: 7.1 / 4.5

Atoms and positions in Å:
1 Fe 0.4289 0.0091 -0.3049
2 P 1.5554 2.4496 -0.1862
3 P -1.6187 1.4596 -0.8620
4 P 0.6260 -0.3262 -2.4677
5 H 1.2606 -1.9848 1.1982
6 C 1.7704 -1.7364 0.2369
7 C 2.3004 -0.3903 0.0855
8 H 2.2568 0.2900 0.9501
9 C 1.3738 3.0814 1.5185
10 C 1.0811 3.8800 -1.1871
11 C 3.3654 2.4292 -0.4332
12 C -3.0614 0.3370 -0.8156
13 C -2.0936 2.6896 0.4074
14 C -1.9261 2.4063 -2.3969
15 C 1.8155 -1.6586 -2.8488
16 C 1.0986 1.0457 -3.5912
17 C -0.8748 -0.9855 -3.2868
18 H 2.2711 -2.6114 -0.1933
19 H 3.1546 -0.1842 -0.5839
20 H 1.1929 2.2906 2.2616
21 H 0.5374 3.7846 1.5594
22 H 2.3025 3.6056 1.7722
23 H 0.1237 4.2915 -0.8626
24 H 1.0410 3.6130 -2.2460
25 H 1.8677 4.6264 -1.0333
26 H 3.8639 1.8375 0.3433
27 H 3.7220 3.4641 -0.3825
28 H 3.6093 1.9974 -1.4133
29 H -3.9527 0.9669 -0.7055
30 H -2.9861 -0.3634 0.0284
31 H -3.1282 -0.2329 -1.7475
32 H -3.1737 2.8627 0.2764
33 H -1.5626 3.6408 0.2678
34 H -1.9080 2.3021 1.4194
35 H -2.9268 2.8473 -2.2958
36 H -1.9165 1.7630 -3.2823
37 H -1.1943 3.2133 -2.5186
38 H 1.9805 -1.6167 -3.9355
39 H 1.3605 -2.6157 -2.5384
40 H 2.7523 -1.4981 -2.2995
41 H 1.2594 0.5775 -4.5720
42 H 2.0251 1.5272 -3.2512
43 H 0.3020 1.7985 -3.6632
44 H -0.6208 -1.0824 -4.3514
45 H -1.7421 -0.3243 -3.1590
46 H -1.0928 -1.9719 -2.8500
47 C -0.8136 -4.9654 -1.2272
48 C 0.4286 -4.9874 -0.5520
49 C 1.5595 -5.5267 -1.1646
50 C 1.4758 -5.9264 -2.5134
51 C 0.3159 -5.6969 -3.2650
52 C -0.8120 -5.1633 -2.6307
53 Se -2.4033 -4.8081 -0.1796
54 H -2.8903 -3.6762 -0.9707
55 H 0.4637 -4.6394 0.4856
56 H 2.4913 -5.6449 -0.5903
57 H 2.3363 -6.3909 -2.9784
58 H 0.2915 -5.9395 -4.3358
59 H -1.7249 -4.9662 -3.1827
60 C -3.1966 0.5642 3.0822
61 N -1.9041 1.1116 3.4453
62 C -1.9209 2.4817 3.9632
63 C -0.7492 0.4937 3.0513
64 S -0.7134 -0.4436 1.6270
65 N 0.3255 0.5450 3.8782
66 C 0.1490 0.9805 5.2644
67 C 1.4806 -0.3402 3.6747
68 H -3.6278 1.0668 2.2169
69 H -3.0993 -0.4938 2.8648
70 H -3.8850 0.6773 3.9210
71 H -2.1085 2.5008 5.0431
72 H -0.9878 3.0128 3.7525
73 H -2.7307 3.0463 3.4857
74 H -0.8011 0.6319 5.6917
75 H 0.9730 0.5834 5.8684
76 H 0.1975 2.0707 5.3288
77 H 1.1851 -1.3960 3.5526
78 H 2.0366 -0.0241 2.7846
79 H 2.1393 -0.2422 4.5484

***

Record 2
Computed, not measured: one molecule with the formula C2H5N3OS2, with ωB97M-V with the def2-TZVPD basis set.

Calculated values
SMILES: ONC(/C=N\S)=N/S
Largest force on an atom, eV/A: 2.4
Energy above the lowest of the compared OMol25 structures with the same formula, charge and spin, eV: 3.427
E_tot, eV: -30339.841
HOMO level, Eh: -0.326
E_LUMO, eV: -0.004
HOMO-LUMO gap, eV: 8.9

Atoms and positions in Å:
1 O 0.4716 2.5020 -0.2155
2 N -0.3368 1.4120 -0.0341
3 C 0.3856 0.2141 0.0520
4 C -0.4279 -0.9442 0.4913
5 N -1.6310 -1.3738 0.3264
6 S -2.8338 -0.5037 -0.5698
7 N 1.5921 0.1946 -0.2882
8 S 2.4170 -1.3587 -0.3744
9 H 1.3485 2.1108 -0.1815
10 H -0.9091 1.5803 0.8401
11 H 0.1454 -1.6615 1.1255
12 H -3.8116 -1.3960 -0.4599
13 H 3.5902 -0.7757 -0.7118

***

Record 3
Computed, not measured: a 2-piece molecular cluster, C4H10O3S overall, with ωB97M-V with the def2-TZVPD basis set.

Calculated values
SMILES: CSCCC(=O)O.O
Largest force on an atom, eV/A: 3.2
Energy above the lowest of the compared OMol25 structures with the same formula, charge and spin, eV: 0.463
E_tot, eV: -21287.924
HOMO level, Eh: -0.311
E_LUMO, eV: 0.223
HOMO-LUMO gap, eV: 8.7

Atoms and positions in Å:
1 C -0.6520 -3.4221 -1.8389
2 S -1.2526 -2.6333 -0.3362
3 C -0.4585 -1.0565 -0.5588
4 C -0.6158 -0.1214 0.6716
5 C -0.0684 1.3252 0.4107
6 O -0.5291 2.1544 -0.3440
7 O 0.9083 1.6370 1.3569
8 H -1.0058 -4.4591 -1.9656
9 H 0.4508 -3.4266 -1.8190
10 H -0.9858 -2.8280 -2.7062
11 H -0.8513 -0.4938 -1.4275
12 H 0.6131 -1.2611 -0.7470
13 H -1.7008 -0.0549 0.8808
14 H -0.1284 -0.5669 1.5601
15 H 1.0928 2.6144 1.4092
16 O 1.7267 3.8388 1.6385
17 H 1.0796 4.5712 1.5237
18 H 2.3772 4.1827 2.2917

***

Record 4
Computed, not measured: C13H11F2InO3 as an isolated structure, with ωB97M-V with the def2-TZVPD basis set.

Calculated values
Largest force on an atom, eV/A: 2.0
Energy above the lowest of the compared OMol25 structures with the same formula, charge and spin, eV: 0.464
E_tot, eV: -30388.488
Total charge: +2
HOMO level, Eh: -0.526
E_LUMO, eV: -12.626
HOMO-LUMO gap, eV: 1.7

Atoms and positions in Å:
1 In 3.6556 8.6404 22.8364
2 O 5.9388 9.7881 18.5686
3 C 5.5059 9.7787 19.8178
4 O 6.1057 10.2537 20.8077
5 O 4.3939 9.2523 20.0868
6 H 6.8739 10.0843 18.5950
7 F 4.5179 6.8486 24.9251
8 C 4.9487 5.9815 25.8678
9 C 6.2968 5.9936 26.2380
10 C 6.7495 5.1950 27.2857
11 C 5.8345 4.3213 27.8651
12 C 4.5066 4.2460 27.3939
13 C 4.0500 5.0552 26.3783
14 H 6.9691 6.6291 25.6735
15 H 7.7413 5.3835 27.6672
16 H 6.1673 3.6631 28.6561
17 H 3.8983 3.4840 27.8628
18 H 3.0664 4.9309 25.9478
19 F 1.9619 8.1643 20.4527
20 C 1.1126 8.1092 19.4359
21 C 0.0849 7.1113 19.5095
22 C -0.7432 6.8737 18.4330
23 C -0.6098 7.7492 17.3411
24 C 0.3966 8.7157 17.2501
25 C 1.2600 8.8931 18.3175
26 H -0.0090 6.4983 20.3970
27 H -1.5268 6.1352 18.4858
28 H -1.2469 7.6666 16.4665
29 H 0.4369 9.3841 16.4032
30 H 1.9850 9.6992 18.2992